12
Properties=species:S:1:pos:R:3:forces:R:3:lowdin_charge:R:1 method="wB97M-V/def2-TZVPD" e_lumo_ev="-1.82 / -1.82" homo_lumo_gap_ev="7.467 / 7.469" charge=0 e_homo_ev="-9.287 / -9.289"
O 2.477 0.283 -0.462 0.002 0.020 -0.116 0.011
C 1.291 0.475 -0.228 -0.326 -0.203 0.256 -0.549
C 0.488 -0.079 0.874 0.026 0.068 -0.148 0.147
C -0.965 0.033 0.833 0.069 0.179 0.160 -0.206
N -1.181 -0.966 -0.239 0.145 0.037 -0.362 0.087
C -0.620 -0.600 -1.348 -0.055 -0.074 0.181 -0.260
O 0.300 0.311 -1.505 -0.066 -0.009 0.064 0.021
H 1.019 -0.508 1.725 -0.047 0.019 -0.122 0.146
H 0.946 1.554 0.081 0.043 0.023 0.097 0.207
H -1.323 1.022 0.523 0.049 -0.140 0.023 0.134
H -1.457 -0.283 1.753 0.079 0.097 -0.149 0.118
H -0.952 -1.073 -2.275 0.080 -0.018 0.116 0.143



12
Properties=species:S:1:pos:R:3:forces:R:3:lowdin_charge:R:1 method="wB97M-V/def2-TZVPD" e_lumo_ev=1.02 homo_lumo_gap_ev=11.353 charge=0 smiles="C1=NC[C@@H]2O[C@@H]2O1" e_homo_ev=-10.336
C -1.227 -1.015 0.111 -0.188 0.264 0.343 -0.211
N -1.298 -0.019 0.886 -0.295 -0.327 -0.491 0.076
C -0.451 1.085 0.429 0.124 0.039 -0.004 -0.148
C 0.932 0.518 0.208 0.254 0.213 -0.149 -0.175
O 1.391 0.549 -1.185 -0.276 0.220 0.411 0.055
C 0.904 -0.636 -0.665 -0.191 -0.511 0.297 -0.311
O -0.401 -1.093 -0.989 0.239 -0.001 0.070 0.015
H -1.815 -1.914 0.274 0.004 0.109 -0.137 0.131
H -0.814 1.434 -0.547 0.054 0.041 0.177 0.137
H -0.488 1.920 1.134 0.076 -0.269 -0.032 0.115
H 1.657 0.598 1.019 0.144 0.152 -0.491 0.152
H 1.595 -1.472 -0.644 0.056 0.071 0.006 0.165



12
Properties=species:S:1:pos:R:3:forces:R:3:lowdin_charge:R:1 method="wB97M-V/def2-TZVPD" e_lumo_ev=-0.32 homo_lumo_gap_ev=9.691 charge=0 smiles="O=CC(=O)N1CC1" e_homo_ev=-10.012
O -1.401 -2.043 0.693 -0.141 0.345 -0.389 0.092
C -1.783 -1.180 -0.053 0.009 -0.479 0.259 -0.153
C -1.022 0.119 -0.292 0.017 0.318 -0.105 -0.427
O -1.437 0.937 -1.086 0.077 -0.346 0.353 0.108
N 0.066 0.285 0.542 -0.218 0.068 0.005 -0.024
C 1.092 1.221 0.171 0.095 0.302 -0.069 -0.102
C 1.380 -0.239 0.196 0.201 -0.180 -0.024 -0.076
H -2.725 -1.246 -0.623 0.003 -0.024 -0.032 0.128
H 1.442 1.841 0.991 0.022 -0.041 -0.146 0.112
H 0.959 1.714 -0.787 0.126 -0.056 0.098 0.112
H 1.478 -0.740 -0.766 -0.047 0.052 0.179 0.120
H 1.950 -0.670 1.014 -0.145 0.042 -0.129 0.110



12
Properties=species:S:1:pos:R:3:forces:R:3:lowdin_charge:R:1 method="wB97M-V/def2-TZVPD" e_lumo_ev="-0.41 / -0.41" homo_lumo_gap_ev="7.469 / 7.472" charge=0 e_homo_ev="-7.877 / -7.879"
N -2.308 -0.787 -0.226 0.120 0.139 0.115 0.049
C -1.299 -0.440 0.540 -0.153 0.042 -0.315 -0.101
C 0.043 -0.592 0.033 0.188 0.389 -0.361 -0.088
C 1.112 0.223 0.179 -0.342 0.099 -0.063 -0.319
O 2.401 -0.230 0.125 -0.015 -0.106 -0.123 0.034
C 0.975 1.680 0.189 -0.266 0.325 0.127 -0.200
O -0.096 2.220 -0.005 0.446 -0.136 0.254 0.059
H -3.240 -0.771 0.170 0.232 0.004 -0.093 0.093
H -2.272 -1.011 -1.220 0.164 0.020 0.098 0.110
H 0.355 -1.415 -0.594 -0.335 -1.093 0.458 0.119
H 2.412 -1.122 0.500 0.081 0.227 -0.200 0.114
H 1.919 2.243 0.309 -0.120 0.091 0.104 0.130



In Eh/bohr, the max |F| values for the records above are, in order, 0.00897, 0.01283, 0.01059, 0.02395.
In u, the molecular weight values for the records above are, in order, 99.089, 99.089, 99.089, 99.089.